No. 1
58
Properties=species:S:1:pos:R:3:forces:R:3 method="wB97M-V/def2-TZVPD" mol_weight_da=413.4 homo_energy_ev=-8.5620 orbital_gap_ev=3.8 charge=+2 e_above_lowest_kcal_mol=102.73 lumo_energy_ev=-4.74 fmax_ha_per_bohr=0.09692
Br -0.1759 2.3325 0.7216 -0.02 -0.25 0.00
N 1.4010 -4.6055 -7.5347 1.19 -0.54 1.66
N 2.2015 -3.2780 -5.9331 -3.14 -3.05 -2.37
N -0.2429 8.6648 5.3502 0.98 2.82 2.83
N -0.5986 8.9107 7.5051 0.56 1.29 -1.50
N 0.0806 -4.5881 0.8307 -2.77 -1.14 -1.27
N -1.5623 -4.1177 -0.5342 -0.62 2.20 -0.50
C 0.0966 -5.5184 -0.2176 0.17 2.31 -1.75
C 0.5607 -5.2486 -8.4553 -2.31 0.10 -2.73
C 2.4447 -5.3087 -6.9585 0.63 1.89 1.42
C 0.0007 9.5200 6.4214 -1.55 -3.74 -0.40
C 0.8177 9.3290 9.5968 -0.70 -1.27 -0.99
C -2.7686 -3.4846 -1.2596 -1.15 -1.47 1.99
C -0.5890 9.3659 8.9000 1.11 0.26 1.07
C 1.0719 -4.5327 1.8768 -0.04 -0.08 0.64
C 0.1793 8.9367 3.9593 -1.30 -1.58 -0.05
C -0.9927 7.5859 5.7969 1.00 0.37 -1.92
C -3.8302 -4.5864 -1.2810 -0.21 -0.33 -1.32
C 0.0554 -6.5663 -8.0413 -0.72 -1.74 1.51
C 1.1583 -3.4764 -6.8815 2.71 0.47 1.30
C 2.9108 -4.5020 -5.9442 0.05 0.81 -0.79
C -1.2606 7.7464 7.1010 1.03 0.85 0.69
C -0.8279 -5.0563 -1.1934 1.04 -1.53 3.13
C 2.3071 -2.2362 -4.9345 1.50 0.34 0.90
C -1.0576 -3.8550 0.7122 1.26 0.04 -2.35
H 0.2654 7.9002 3.6331 0.46 0.32 -0.93
H 0.3013 -2.8549 -7.0956 0.28 0.27 0.14
H 0.7153 9.5545 10.6583 0.01 0.19 -0.20
H -1.1336 -5.4365 -2.1569 0.18 -0.02 0.19
H 0.6750 10.3616 6.3638 -0.34 0.09 0.31
H 3.0392 -1.4957 -5.2566 -0.50 0.35 -0.35
H -0.2477 -4.5555 -8.6881 -0.07 -0.03 -0.07
H 0.6838 -4.9724 2.7956 0.10 -0.15 -0.08
H -1.0752 6.7963 5.0647 -0.72 -0.21 0.40
H -1.3131 -2.9934 1.3112 -0.19 -0.17 0.09
H -1.2575 8.6482 9.3757 0.03 0.41 0.36
H 2.7904 -6.2791 -7.2825 -0.13 0.26 -0.06
H -2.6829 -3.1918 -2.3060 1.32 0.10 0.30
H 1.5870 9.9294 9.1111 -0.32 0.39 0.10
H 3.7723 -4.6332 -5.3062 -0.15 -0.02 0.01
H 1.3020 -3.4888 2.0900 0.30 -0.13 -0.20
H -0.5368 -6.5803 -7.1263 0.04 0.21 0.18
H -4.7799 -4.0785 -1.4491 -0.19 -0.39 0.13
H 1.1680 8.3017 9.4969 0.18 -0.10 0.28
H -3.8889 -5.3355 -0.4914 0.10 0.69 0.51
H 0.9444 -6.1808 -0.3108 -0.25 -0.11 -0.01
H 0.9813 -5.5551 -9.4131 1.01 1.19 -0.08
H 1.9138 -5.1094 1.4940 0.15 0.34 0.41
H 0.9044 -7.2310 -7.8817 -0.12 -0.22 -0.01
H -3.6243 -5.1876 -2.1666 -0.29 -0.16 -0.18
H -1.7488 7.1149 7.8285 -0.01 0.10 -0.22
H -0.9394 10.3882 9.0420 -0.55 -0.18 -0.58
H -3.2478 -2.6626 -0.7279 1.06 0.21 0.41
H -0.6771 9.3797 3.4508 0.19 0.09 -0.10
H 1.3900 -1.7902 -4.5498 -0.10 -0.21 -0.62
H -0.5780 -7.0444 -8.7884 0.17 0.30 -0.24
H 1.0827 9.5129 3.7594 -0.05 -0.15 0.80
H 2.8348 -2.6619 -4.0810 -0.30 -0.27 0.13

***

No. 2
127
Properties=species:S:1:pos:R:3:forces:R:3 method="wB97M-V/def2-TZVPD" mol_weight_da=975.6 homo_energy_ev=-9.0562 orbital_gap_ev=9.3 lumo_energy_ev=0.24 fmax_ha_per_bohr=0.09284
I -5.2441 1.7731 -3.4522 -0.13 -0.12 0.89
Cl -6.6208 -3.9184 -1.9211 1.35 0.27 0.44
Si 0.4940 -1.9623 -3.3556 -0.30 0.96 0.89
F -4.3257 -3.0420 -4.0728 1.91 0.59 1.57
F -2.9398 -1.4301 -3.1860 -0.77 -2.22 0.45
O -3.7943 -2.7640 0.7089 -2.56 -0.77 -1.78
O -6.0974 -3.1375 1.1030 3.60 0.85 -3.02
C 2.7348 6.5852 9.0009 0.01 0.01 0.02
C 2.3854 2.2750 -5.2447 0.00 0.11 -0.09
C 1.6703 -0.9123 1.4215 -0.06 0.00 0.03
C 1.2888 4.0165 -6.4986 0.05 -0.03 0.03
C 1.6217 7.2142 9.5499 0.11 0.05 0.04
C 0.5624 4.0589 -2.3582 -0.02 -0.01 0.05
C -2.7465 -7.2282 -0.7716 1.07 0.64 0.97
C 1.2510 4.2502 -1.1641 -0.07 -0.07 0.01
C -1.1197 2.7942 -1.1846 0.07 0.03 0.03
C 2.5268 4.5594 -6.8285 0.02 -0.08 0.06
C 0.2604 -1.2059 -5.0940 -0.51 0.54 -0.89
C -1.9686 -3.5737 -3.8104 -0.30 -0.48 -0.12
C 3.0671 8.6044 10.8862 -0.01 -0.04 -0.05
C 0.3030 4.4479 5.6776 0.08 0.07 -0.05
C -5.8193 1.1387 -1.4557 -1.36 -1.33 1.70
C -0.6247 3.3328 -2.3678 0.06 0.01 0.07
C 4.8233 -1.5268 -2.3317 -2.82 -3.26 -0.34
C -5.6594 -1.4206 -1.7867 -0.36 0.89 0.87
C -0.4265 2.9772 0.0081 0.02 0.03 -0.07
C 0.7433 5.7295 5.9947 0.02 -0.08 -0.08
C -5.1903 -2.8804 -1.3219 -0.74 0.67 -0.12
C -0.6052 -3.4826 -2.9753 0.12 -1.00 -0.58
C 3.6236 2.8123 -5.5820 -0.06 0.01 0.00
C 1.2177 2.8759 -5.7053 0.08 0.00 -0.04
C -5.0393 -0.2035 -0.9517 -0.06 1.51 -1.42
C -3.7735 -4.9873 -1.5853 1.32 -0.51 -1.26
C 4.2567 -4.1607 -2.2553 -1.00 3.47 -0.42
C 2.7053 -0.5010 2.2550 -0.06 0.00 0.03
C -5.1680 -2.9555 0.3050 -0.49 -0.32 1.32
C 3.3360 -1.2951 -2.7394 1.41 -2.38 0.64
C 0.1198 -0.7309 3.2581 0.01 0.00 -0.01
C 2.7895 -3.8866 -2.6603 2.52 2.50 0.46
C -0.0263 -0.5940 -2.0744 0.81 0.38 0.02
C 2.4089 5.5876 4.2582 -0.08 -0.05 0.04
C 5.2589 -2.9953 -2.0854 -3.21 0.86 -0.88
C -0.1367 -7.4383 -0.1064 0.20 -0.27 -0.37
C -3.2149 -2.8304 -3.1585 0.00 -0.86 -1.41
C 2.4495 -0.2109 3.5915 -0.07 -0.01 -0.04
C -2.9454 -2.7105 -0.4850 1.14 1.03 0.21
C 1.9650 4.3079 3.9373 -0.03 0.07 0.07
C 0.1180 -8.2393 -1.4798 0.09 -0.62 0.53
C 0.3764 -1.0245 1.9225 0.15 0.04 0.06
C 1.7879 8.2263 10.4907 0.06 -0.05 -0.04
C 3.6948 3.9552 -6.3725 -0.10 -0.01 0.02
C 0.9113 3.7393 4.6460 0.01 0.02 0.00
C 4.0143 6.9697 9.3898 -0.08 0.06 0.07
C 1.1567 -0.3283 4.0938 0.03 0.01 -0.09
C 1.7946 6.2997 5.2836 0.00 -0.04 -0.01
C 2.2915 -2.4324 -2.9071 4.42 -0.95 1.03
C -3.7024 -3.3920 -1.7461 -1.35 0.82 2.12
C 0.7578 3.7083 0.0190 -0.03 -0.04 -0.08
C 4.1804 7.9780 10.3346 -0.08 -0.04 -0.04
C -1.6560 -7.6329 0.3668 -0.11 -0.12 -0.09
C -2.3793 -5.7119 -1.2626 -0.98 -1.74 -0.11
H -5.5023 -1.1928 -2.8939 0.01 -0.77 1.51
H 4.5344 2.3404 -5.2278 -0.08 0.04 -0.03
H 0.2521 2.4547 -5.4453 0.07 0.02 -0.01
H -3.7628 -7.2832 -0.2520 1.25 0.19 -0.88
H 4.6602 4.3755 -6.6336 -0.08 -0.04 0.02
H 0.2876 -1.9652 -5.9487 0.12 1.05 1.12
H 3.7126 -0.4070 1.8627 -0.09 -0.03 0.02
H 2.1360 7.3000 5.5295 -0.02 -0.09 0.00
H -0.7866 -0.7171 -5.1218 1.51 -0.76 0.08
H 2.5818 5.4525 -7.4416 -0.01 -0.08 0.04
H 0.1161 -6.3212 -0.2603 -0.48 -1.75 0.34
H 3.0115 -0.2070 -2.9014 0.46 -1.82 0.26
H 0.2667 6.2838 6.7964 0.04 -0.03 -0.07
H -6.8029 -1.3784 -1.6215 1.87 -0.17 -0.13
H 2.3300 1.3871 -4.6237 0.01 0.08 -0.03
H -1.1639 3.1866 -3.2981 0.02 0.01 0.07
H 3.1967 9.3888 11.6247 -0.01 -0.06 -0.07
H -1.8059 -7.0148 1.3292 -0.03 -0.78 -1.56
H -3.9367 -0.0116 -1.2395 -1.64 -0.58 0.83
H -4.5259 -5.3550 -0.8069 0.98 1.08 -1.01
H 2.1737 4.8215 -1.1555 -0.08 -0.05 -0.01
H 1.0065 -0.3538 -5.3163 -1.03 -1.46 0.36
H 0.2266 -7.5596 -2.3879 -0.39 -0.93 1.16
H 0.9575 -0.1044 5.1364 0.01 -0.02 -0.07
H -0.5149 4.0021 6.2335 0.05 0.03 -0.05
H 1.2958 3.8553 0.9497 -0.07 0.00 -0.07
H 3.2574 0.1069 4.2423 -0.07 -0.02 -0.05
H 0.8101 0.1947 -2.0035 -1.25 -1.04 -0.04
H -1.7810 -5.2558 -0.4085 -0.89 -0.28 -1.29
H -2.0469 2.2295 -1.1921 0.06 0.04 -0.02
H 5.1778 8.2754 10.6408 -0.08 -0.02 -0.02
H 2.4408 3.7541 3.1345 -0.03 0.01 0.08
H -6.9318 0.8249 -1.5069 1.73 0.75 -0.20
H -0.9773 -0.0439 -2.3774 1.13 -0.87 0.63
H 2.0870 -4.7789 -2.7625 1.08 1.46 0.16
H -1.9484 -3.1461 -0.1490 -1.46 0.07 -0.70
H 4.8819 6.4830 8.9577 -0.07 0.03 0.03
H -0.0773 -1.0971 -1.0477 -0.24 0.85 -1.30
H 0.5646 2.7420 4.3943 0.05 0.07 0.01
H 4.6194 -5.2175 -2.0450 -0.64 1.59 -0.38
H 5.5483 -0.6472 -2.1913 -1.31 -1.60 -0.29
H -2.2583 -4.6833 -3.9494 0.25 1.81 0.33
H 0.6002 -7.8364 0.6851 -1.31 0.66 -1.07
H -0.4322 -1.3406 1.2711 0.03 0.03 0.06
H 0.6240 6.9160 9.2450 0.07 0.02 0.03
H -2.7415 -7.9577 -1.6542 0.01 1.03 1.33
H -0.8894 -0.8166 3.6480 0.08 -0.01 -0.03
H -0.7594 -8.9798 -1.5947 1.45 1.18 -0.21
H 1.0729 -8.8774 -1.4198 -1.38 1.03 -0.09
H 3.2329 6.0297 3.7083 -0.07 -0.02 0.04
H 0.9204 8.7194 10.9160 0.07 -0.04 -0.02
H -5.7881 1.9772 -0.6711 0.40 -1.07 -1.55
H 2.6049 5.7950 8.2686 0.01 0.08 0.05
H -4.1317 -5.4040 -2.6001 0.34 0.62 1.60
H -5.2129 -0.2449 0.1735 0.38 -0.25 -1.45
H 0.0166 -4.4156 -3.2667 -1.05 1.35 0.49
H -1.8787 -8.7201 0.6575 0.64 1.40 -0.39
H -1.7238 -5.8671 -2.2007 -0.94 0.69 1.61
H 6.3219 -3.2220 -1.7558 -1.59 0.33 -0.53
H -0.7352 -3.5392 -1.8444 -0.01 0.00 -1.51
H -1.8220 -3.1702 -4.8838 -0.35 -0.41 1.80
H -0.8093 2.5511 0.9295 0.04 0.03 -0.05
H 0.9502 4.4767 -3.2811 -0.02 -0.04 0.06
H 0.3782 4.4835 -6.8596 0.08 -0.04 0.04
H 1.8715 -1.1446 0.3806 0.02 0.03 0.06
H -2.7022 -1.6017 -0.6378 -0.52 -1.56 -0.27